[1]
Computed, not measured: the molecule C21H24N2O4, with the ωB97M-V functional and the def2-TZVPD basis.

Element x y z (Å)
C  -5.198  -3.960  1.347
C  -5.670  -2.994  0.277
O  -4.839  -1.834  0.320
C  -5.152  -0.854  -0.539
O  -6.074  -0.927  -1.316
C  -4.248  0.312  -0.427
C  -3.207  0.361  0.498
C  -2.389  1.469  0.573
C  -2.587  2.548  -0.289
N  -1.798  3.693  -0.244
C  -0.503  3.875  0.171
O  -0.082  4.997  0.358
C  0.354  2.667  0.300
C  1.224  2.568  1.380
C  2.078  1.486  1.488
C  2.093  0.499  0.512
C  3.015  -0.686  0.614
N  3.668  -0.926  -0.662
C  4.316  -2.221  -0.782
C  5.662  -2.281  -0.049
O  6.529  -1.261  -0.497
C  5.948  0.015  -0.324
C  4.602  0.119  -1.054
C  1.241  0.617  -0.582
C  0.379  1.688  -0.692
C  -3.648  2.509  -1.198
C  -4.465  1.403  -1.268
H  -5.818  -4.852  1.331
H  -4.164  -4.242  1.168
H  -5.267  -3.497  2.327
H  -5.603  -3.439  -0.722
H  -6.710  -2.690  0.442
H  -3.052  -0.471  1.166
H  -1.603  1.506  1.309
H  -2.256  4.554  -0.521
H  1.220  3.345  2.129
H  2.744  1.415  2.336
H  3.716  -0.533  1.451
H  2.417  -1.576  0.842
H  3.648  -2.998  -0.408
H  4.493  -2.393  -1.849
H  6.173  -3.224  -0.253
H  5.506  -2.189  1.038
H  6.662  0.731  -0.731
H  5.815  0.220  0.750
H  4.147  1.093  -0.868
H  4.776  0.010  -2.129
H  1.278  -0.139  -1.351
H  -0.267  1.775  -1.553
H  -3.820  3.354  -1.849
H  -5.283  1.359  -1.970

- SMILES = CCOC(=O)c1ccc(NC(=O)c2ccc(CN3CCOCC3)cc2)cc1
- relative energy (zero: lowest compared OMol25 entry of this formula, charge and spin) (kcal per mole) = 48.1
- lowest unoccupied orbital energy (eV) = 0.3
- Kohn-Sham gap (eV) = 8.70
- net charge = 0
- HOMO level (eV) = -8.42

Here are the Löwdin charges for atoms 1 to 2, given in e:
1 C -0.06
2 C -0.22

=====

[2]
Computed, not measured: a structure of composition C40H31Br2CrN3O3P2, with the ωB97M-V functional and the def2-TZVPD basis.

Element x y z (Å)
Cr  -0.150  1.559  1.092
O  1.556  -0.116  4.299
C  1.311  0.460  3.264
O  0.154  0.877  2.868
C  2.363  0.763  2.228
C  3.728  0.682  2.454
C  4.591  1.016  1.422
C  4.039  1.409  0.206
C  2.665  1.448  0.065
N  1.822  1.148  1.060
H  4.075  0.382  3.431
H  5.661  0.970  1.552
H  4.664  1.688  -0.627
H  2.213  1.732  -0.878
Br  -4.632  3.656  0.475
C  -2.959  4.520  0.629
C  -2.883  5.913  0.571
C  -1.668  6.556  0.617
Br  -1.624  8.444  0.464
C  -0.466  5.828  0.787
C  0.825  6.381  0.847
C  1.891  5.547  1.085
C  1.675  4.178  1.259
N  0.489  3.609  1.142
C  -0.573  4.418  0.911
C  -1.815  3.734  0.781
O  -1.785  2.437  0.820
H  -3.792  6.492  0.482
H  0.963  7.443  0.717
H  2.896  5.931  1.148
H  2.512  3.538  1.495
C  -0.532  -2.263  1.989
N  -0.432  -1.874  0.575
P  -1.292  -0.419  0.321
C  -3.006  -0.923  0.625
C  -3.946  0.041  0.962
C  -5.291  -0.285  0.987
C  -5.694  -1.575  0.683
C  -4.752  -2.549  0.386
C  -3.408  -2.230  0.347
C  -1.327  -0.200  -1.493
C  -0.617  0.871  -2.028
C  -0.581  1.091  -3.393
C  -1.287  0.253  -4.243
C  -2.043  -0.781  -3.716
C  -2.072  -1.003  -2.350
P  1.199  -1.623  -0.069
C  0.934  -2.231  -1.777
C  1.704  -1.593  -2.744
C  1.623  -1.965  -4.071
C  0.776  -2.994  -4.444
C  -0.009  -3.622  -3.489
C  0.060  -3.239  -2.162
C  2.042  -3.056  0.696
C  3.236  -2.798  1.361
C  3.877  -3.803  2.064
C  3.323  -5.070  2.120
C  2.147  -5.338  1.436
C  1.511  -4.342  0.720
H  -1.584  -2.379  2.249
H  -0.098  -1.533  2.676
H  -0.030  -3.216  2.140
H  -3.611  1.037  1.206
H  -6.019  0.474  1.229
H  -6.744  -1.826  0.687
H  -5.069  -3.558  0.169
H  -2.669  -2.984  0.117
H  -0.098  1.550  -1.337
H  -0.014  1.916  -3.798
H  -1.264  0.423  -5.309
H  -2.614  -1.416  -4.376
H  -2.691  -1.790  -1.950
H  2.368  -0.795  -2.439
H  2.220  -1.458  -4.813
H  0.723  -3.306  -5.475
H  -0.679  -4.416  -3.779
H  -0.579  -3.714  -1.433
H  3.658  -1.802  1.334
H  4.802  -3.594  2.579
H  3.798  -5.845  2.701
H  1.720  -6.328  1.467
H  0.591  -4.560  0.198

- spin multiplicity = 4
- relative energy (zero: lowest compared OMol25 entry of this formula, charge and spin) (kcal per mole) = 15.6
- lowest unoccupied orbital energy (spin up / spin down) (eV) = -3.9 / -3.6
- Kohn-Sham gap (spin up / spin down) (eV) = 6.84 / 7.15
- net charge = +1
- expectation value of S² = 3.79
- HOMO level (spin up / spin down) (eV) = -10.71 / -10.76

Here are the Löwdin charges for atoms 1 to 2, given in e:
1 Cr 0.82
2 O 0.13

=====

Among the records above, which one has the highest relative energy (zero: lowest compared OMol25 entry of this formula, charge and spin)? C21H24N2O4

=====

relative energy (zero: lowest compared OMol25 entry of this formula, charge and spin) of number 2 (C40H31Br2CrN3O3P2)? 15.6 kcal per mole

=====

The lowest relative energy (zero: lowest compared OMol25 entry of this formula, charge and spin) belongs to which entry? C40H31Br2CrN3O3P2